# 1
{
  "formula": "C35H40O3P2Tl",
  "method": "wB97M-V/def2-TZVPD",
  "elements": ["Tl", "C", "P", "C", "C", "C", "C", "C", "C", "C", "P", "C", "C", "H", "H", "H", "H", "H", "H", "H", "H", "H", "H", "H", "H", "H", "H", "H", "H", "C", "C", "O", "C", "C", "C", "C", "C", "C", "O", "H", "H", "H", "H", "H", "H", "H", "C", "C", "C", "O", "H", "H", "H", "H", "H", "H", "C", "C", "C", "C", "C", "C", "C", "C", "C", "C", "C", "C", "C", "C", "H", "H", "H", "H", "H", "H", "H", "H", "H", "H", "H"],
  "positions_angstrom": [[-0.26880, -0.31500, 0.08290], [4.43870, 0.37370, 0.21980], [2.86760, 0.05180, -0.69710], [3.41790, -1.47040, -1.58300], [3.01280, 1.33440, -2.01040], [4.11320, 1.42420, -2.85520], [4.20180, 2.44080, -3.78990], [3.17160, 3.35680, -3.92110], [2.05330, 3.25500, -3.11350], [1.97650, 2.26750, -2.13980], [0.53250, 2.14410, -1.01870], [1.19920, 2.98410, 0.46650], [-0.68250, 3.36370, -1.62470], [5.28690, 0.39260, -0.46160], [4.58640, -0.42130, 0.94840], [4.38190, 1.32290, 0.74870], [4.35670, -1.31480, -2.10940], [2.65920, -1.79210, -2.29310], [3.55620, -2.24690, -0.83160], [4.91160, 0.69660, -2.79880], [5.07140, 2.51900, -4.42410], [3.23310, 4.14460, -4.65560], [1.24580, 3.95650, -3.24390], [1.59900, 3.95230, 0.16580], [1.99250, 2.38330, 0.90820], [0.40450, 3.11840, 1.19580], [-0.29660, 4.37650, -1.53110], [-1.56670, 3.25030, -1.00520], [-0.94780, 3.14870, -2.65690], [-0.45840, 0.83840, 4.67220], [-0.81430, 0.96370, 3.20730], [-0.08320, 0.34100, 2.40950], [-1.96010, 1.75470, 2.84860], [-2.70030, 2.42050, 3.84950], [-3.82070, 3.15060, 3.56670], [-4.28910, 3.21750, 2.24960], [-3.60340, 2.59660, 1.24400], [-2.39560, 1.88420, 1.48760], [-1.74330, 1.43160, 0.47850], [0.34320, 0.11020, 4.77220], [-1.31600, 0.51560, 5.25690], [-0.11400, 1.79600, 5.06050], [-2.37050, 2.36560, 4.87210], [-4.33610, 3.67390, 4.35670], [-5.20190, 3.75570, 2.04040], [-3.95010, 2.65140, 0.22120], [-4.52980, -2.82390, 0.71500], [-3.22050, -2.16150, 1.02870], [-2.84670, -2.08720, 2.47860], [-2.51420, -1.71910, 0.14610], [-5.28850, -2.60210, 1.46220], [-4.38310, -3.90450, 0.70420], [-4.86980, -2.51960, -0.27120], [-2.87160, -3.08060, 2.92340], [-3.57510, -1.46630, 3.00120], [-1.85560, -1.65170, 2.59670], [4.17490, -5.89450, 1.70750], [3.50790, -5.80090, 0.49630], [2.62590, -4.76370, 0.26420], [2.40600, -3.79950, 1.24760], [3.08270, -3.89950, 2.46130], [3.95270, -4.94650, 2.69310], [1.53590, -2.63790, 1.05110], [0.56660, -2.52720, 0.16120], [-0.10280, -3.41400, -0.74150], [-0.50640, -4.68530, -0.30530], [-1.18700, -5.52440, -1.16440], [-1.49190, -5.11260, -2.45290], [-1.09290, -3.86030, -2.89400], [-0.41400, -3.01410, -2.04390], [4.86510, -6.70480, 1.88170], [3.67450, -6.54250, -0.26950], [2.12000, -4.69210, -0.68460], [2.91060, -3.15510, 3.22480], [4.46220, -5.02370, 3.64090], [1.76640, -1.79910, 1.69980], [-0.27810, -5.00280, 0.70200], [-1.50010, -6.50090, -0.82360], [-2.05280, -5.76140, -3.10750], [-1.34280, -3.54000, -3.89300], [-0.13530, -2.01940, -2.36800]],
  "forces_ev_per_a": [[0.2, -0.1, 0.4], [-0.3, 0.0, 0.0], [1.0, -0.2, -0.2], [-0.2, 0.2, 0.2], [-0.2, -0.1, 0.2], [0.0, 0.0, 0.0], [0.0, 0.0, -0.1], [0.0, 0.0, 0.0], [0.0, 0.1, 0.0], [-0.3, -0.4, 0.0], [0.0, 0.2, 0.1], [-0.2, -0.2, -0.1], [0.1, -0.3, 0.0], [0.1, 0.0, 0.0], [0.0, -0.1, 0.1], [0.0, 0.1, 0.0], [0.1, 0.0, 0.0], [-0.1, -0.1, 0.0], [0.0, -0.1, -0.1], [0.1, 0.0, 0.1], [0.1, 0.0, -0.1], [0.0, 0.1, -0.1], [-0.1, 0.1, 0.0], [0.0, 0.0, 0.0], [0.0, 0.0, 0.0], [-0.1, 0.0, 0.1], [0.1, 0.1, -0.1], [0.0, 0.0, 0.0], [0.0, 0.0, -0.1], [0.2, -0.2, -0.2], [0.2, -0.2, 0.3], [0.0, -0.1, -0.2], [-0.3, 0.1, -0.7], [-0.1, 0.1, 0.0], [0.0, 0.0, 0.3], [0.1, -0.1, 0.0], [0.1, 0.0, -0.1], [-0.3, 0.1, 0.7], [0.5, -0.8, -0.8], [0.0, 0.0, 0.0], [0.0, 0.0, 0.1], [0.0, 0.1, 0.1], [0.0, 0.0, 0.2], [-0.1, 0.0, 0.1], [0.0, 0.1, -0.1], [0.0, 0.0, -0.1], [0.0, 0.0, -0.3], [-0.3, -0.1, 0.2], [0.3, 0.2, -0.1], [0.0, 0.2, -0.2], [0.0, 0.0, 0.1], [0.0, -0.1, 0.0], [0.0, 0.0, 0.0], [-0.1, -0.1, 0.1], [-0.1, 0.0, 0.0], [0.0, -0.1, 0.0], [0.0, 0.0, 0.1], [0.0, -0.1, 0.0], [0.1, 0.1, 0.1], [0.1, -0.2, 0.1], [-0.1, 0.0, -0.1], [0.1, -0.1, 0.1], [0.0, 0.1, 0.1], [-0.4, 2.1, 0.3], [-0.5, -0.6, -0.5], [0.0, 0.3, -0.1], [-0.1, -0.1, 0.0], [0.0, 0.0, 0.0], [-0.1, -0.1, -0.1], [0.1, -0.1, 0.3], [0.1, -0.1, 0.0], [0.0, -0.1, -0.1], [0.0, 0.0, -0.1], [0.0, 0.1, 0.1], [0.1, 0.0, 0.1], [0.0, 0.1, 0.0], [0.0, 0.0, 0.1], [0.0, -0.1, 0.0], [0.0, -0.1, -0.1], [0.0, 0.1, -0.1], [0.0, 0.1, -0.1]],
  "energy_ev": -66351.687,
  "homo_lumo_gap_ha": 0.248,
  "homo_energy_ev": -10.305,
  "de_lowest_ev": 0.883,
  "total_charge": 1,
  "lumo_energy_ev": -3.5644
}

# 2
{
  "formula": "C35H41AsN3O2P2STi",
  "method": "wB97M-V/def2-TZVPD",
  "elements": ["Ti", "C", "P", "C", "C", "C", "C", "C", "C", "C", "C", "C", "C", "C", "C", "C", "C", "C", "C", "C", "P", "C", "C", "C", "C", "C", "C", "C", "C", "C", "C", "C", "C", "N", "H", "H", "H", "H", "H", "H", "H", "H", "H", "H", "H", "H", "H", "H", "H", "H", "H", "H", "H", "H", "H", "H", "H", "H", "H", "H", "C", "O", "C", "O", "N", "N", "H", "H", "H", "H", "H", "H", "C", "As", "C", "C", "S", "H", "H", "H", "H", "H", "H", "H", "H", "H"],
  "positions_angstrom": [[-0.09576, 0.70899, -0.22896], [2.16104, -0.96127, -2.53893], [1.33723, -1.99068, -1.29666], [-0.37210, -2.34437, -1.74418], [-1.01055, -1.86738, -2.88458], [-2.34779, -2.18481, -3.10301], [-3.03688, -2.97482, -2.19975], [-2.39774, -3.46182, -1.06161], [-1.07313, -3.14483, -0.83064], [2.21043, -3.56527, -1.26822], [3.02352, -3.92692, -0.20111], [3.70676, -5.13477, -0.23860], [3.57576, -5.97520, -1.33246], [2.75868, -5.61779, -2.39931], [2.07640, -4.41533, -2.36758], [1.33345, 0.18642, -3.03284], [1.22349, 0.60850, -4.33101], [0.22609, 1.61750, -4.34243], [-0.21748, 1.74582, -3.05312], [-1.30175, 2.64898, -2.55309], [-2.81213, 1.70349, -2.01617], [-4.04908, 3.04190, -1.81143], [-5.34278, 2.64280, -1.46995], [-6.34188, 3.57713, -1.26282], [-6.06652, 4.93137, -1.41099], [-4.79171, 5.33964, -1.76624], [-3.78615, 4.39994, -1.96293], [-2.44415, 1.45399, -0.21335], [-2.40179, 2.52154, 0.71590], [-2.27358, 2.29054, 2.06421], [-2.18277, 0.97202, 2.54540], [-2.25175, -0.09134, 1.67171], [-2.39421, 0.14096, 0.29024], [0.45612, 0.87063, -2.21962], [2.43070, -1.60511, -3.37881], [3.08990, -0.65788, -2.04267], [-0.48634, -1.23747, -3.59201], [-2.84841, -1.80090, -3.98120], [-4.07627, -3.21538, -2.38069], [-2.93193, -4.08812, -0.35957], [-0.57307, -3.51516, 0.05724], [3.11781, -3.26965, 0.65491], [4.34150, -5.41822, 0.59021], [4.10935, -6.91606, -1.35534], [2.65239, -6.27798, -3.24912], [1.42770, -4.14277, -3.19320], [1.78533, 0.23102, -5.17067], [-0.12091, 2.17842, -5.19557], [-1.62099, 3.27378, -3.38921], [-0.95558, 3.32054, -1.75768], [-5.56631, 1.58582, -1.37050], [-7.33916, 3.25213, -0.99803], [-6.84702, 5.66475, -1.25934], [-4.57457, 6.39194, -1.89459], [-2.79904, 4.74604, -2.24107], [-2.51172, 3.53757, 0.35369], [-2.26326, 3.12147, 2.75802], [-2.10424, 0.79138, 3.61053], [-2.22678, -1.10783, 2.04362], [-2.52430, -0.68977, -0.39956], [0.90781, 4.87641, 0.50432], [1.13906, 4.24813, 1.78219], [1.02721, 2.93412, 1.82106], [0.74154, 2.25595, 0.82570], [1.26471, 2.42492, 3.03282], [1.28138, 1.06260, 3.32573], [1.12521, 5.92649, 0.66303], [-0.13196, 4.74297, 0.21053], [1.56852, 4.45411, -0.24898], [1.49356, 3.05887, 3.78172], [0.38423, 0.64676, 3.10010], [2.01546, 0.58241, 2.81164], [4.57569, -0.31685, 4.77127], [3.37509, -1.63191, 3.95790], [2.33467, -2.01494, 5.56931], [4.57640, -3.17090, 4.03157], [1.42834, -1.14435, 0.53005], [5.00812, -0.71922, 5.68776], [4.01058, 0.58301, 5.01396], [5.37768, -0.05410, 4.08274], [2.99769, -2.21652, 6.41094], [1.69177, -2.87920, 5.40764], [1.71038, -1.15312, 5.80340], [5.00050, -3.27777, 5.02995], [5.38413, -3.03758, 3.31243], [4.03016, -4.07849, 3.77589]],
  "forces_ev_per_a": [[0.4, -0.1, 0.0], [-0.1, 0.1, 0.0], [0.2, -0.1, 0.2], [-0.1, -0.1, 0.2], [0.0, 0.0, 0.0], [0.1, 0.0, 0.0], [0.0, 0.0, 0.0], [0.0, 0.0, 0.0], [0.0, 0.0, -0.1], [0.0, 0.0, -0.1], [0.0, 0.0, 0.0], [0.0, 0.0, 0.0], [0.0, 0.0, 0.0], [0.0, 0.0, 0.0], [0.0, 0.0, 0.0], [0.1, -0.1, 0.2], [0.0, 0.0, 0.0], [0.0, 0.0, -0.1], [0.0, 0.0, 0.1], [0.0, -0.1, 0.0], [0.0, 0.1, 0.0], [0.0, 0.0, 0.0], [0.1, -0.1, 0.0], [0.0, 0.1, 0.0], [0.0, 0.0, 0.0], [0.0, 0.0, 0.0], [0.0, 0.1, 0.0], [-0.1, 0.0, 0.1], [0.0, 0.0, -0.1], [0.0, -0.1, 0.1], [0.0, 0.1, 0.0], [0.0, 0.0, -0.1], [0.1, 0.0, -0.1], [-0.2, 0.1, -0.1], [0.0, 0.0, 0.0], [0.0, 0.0, 0.0], [0.0, 0.0, 0.0], [0.0, 0.0, 0.0], [0.0, 0.0, 0.0], [0.0, 0.0, 0.0], [0.0, 0.0, 0.0], [0.0, 0.0, 0.0], [0.0, 0.0, 0.0], [0.0, 0.0, 0.0], [0.0, 0.0, 0.0], [0.0, 0.0, 0.0], [0.0, 0.0, 0.0], [0.0, 0.0, 0.0], [0.0, 0.0, 0.0], [0.0, 0.0, 0.0], [0.0, 0.0, 0.0], [0.0, 0.0, 0.0], [0.0, 0.0, 0.0], [0.0, 0.0, 0.0], [0.0, 0.0, 0.0], [0.0, 0.0, 0.0], [0.0, 0.0, 0.0], [0.0, 0.0, 0.0], [0.0, 0.0, 0.0], [-0.1, 0.0, 0.1], [0.0, 0.0, 0.0], [0.0, -0.1, 0.0], [0.1, 0.0, -0.1], [0.0, 0.2, 0.1], [0.0, 0.0, 0.0], [0.0, 0.0, 0.0], [0.0, 0.0, 0.0], [0.0, 0.0, 0.0], [0.0, 0.0, 0.0], [0.0, 0.0, 0.0], [0.0, 0.0, 0.0], [0.0, 0.0, 0.0], [0.0, 0.0, 0.1], [-0.1, 0.1, -0.1], [0.0, 0.0, 0.0], [0.0, 0.0, 0.0], [-0.2, 0.0, -0.2], [0.0, 0.0, 0.0], [0.0, 0.0, 0.0], [0.0, 0.0, 0.0], [0.0, 0.0, 0.0], [0.0, 0.0, 0.0], [0.0, 0.0, 0.0], [0.0, 0.0, 0.0], [0.0, 0.0, 0.0], [0.0, 0.0, 0.0]],
  "energy_ev": -158889.204,
  "homo_lumo_gap_ha": [0.263, 0.266],
  "s2": 2.006,
  "homo_energy_ev": [-9.475, -9.841],
  "de_lowest_ev": 0.063,
  "total_charge": 1,
  "lumo_energy_ev": [-2.3099, -2.5909],
  "multiplicity": 3
}